Entry 1:
CH3NO2 in the gas phase in a non-equilibrium geometry. Source: the OMol25 dataset; level of theory: the ωB97M-V functional and the def2-TZVPD basis.

XYZ file:
```
7
Properties=species:S:1:pos:R:3:forces:R:3:mulliken_charge:R:1
C -0.943 0.083 0.133 2.8 0.8 -0.3 0.04
N 0.509 0.035 0.255 -1.0 -1.8 -0.3 -0.13
O -1.710 -0.815 0.037 0.2 -1.9 0.0 -0.46
O 1.200 -1.234 -0.017 -0.3 1.1 -0.1 -0.42
H -1.365 1.063 0.167 0.5 1.5 0.2 0.38
H 1.226 0.740 -0.017 -1.6 -0.6 0.2 0.26
H 0.660 -2.014 0.200 -0.5 0.9 0.2 0.33
```
Forces are in eV/Å.

Properties
Highest occupied orbital energy, hartree: -0.356
SMILES: O=CNO
Kohn-Sham gap, eV: 10.6
Total energy, eV: -6668.461
LUMO, Eh: 0.0347
Energy relative to the best compared isomer or geometry (same formula, charge and spin), kcal/mol: 73.9
Largest force on an atom, eV Å⁻¹: 2.96

---

Entry 2:
C2H4N4O2 in the gas phase in a non-equilibrium geometry. Source: the OMol25 dataset; level of theory: the ωB97M-V functional and the def2-TZVPD basis.

XYZ file:
```
12
Properties=species:S:1:pos:R:3:forces:R:3:mulliken_charge:R:1
C -0.388 0.909 1.212 1.2 -0.4 -0.7 0.42
C 0.355 -0.903 -1.189 -0.9 0.4 1.4 0.43
H 0.841 -0.627 1.983 0.1 0.2 0.5 0.25
H 0.053 -2.319 0.329 1.0 1.3 -0.8 0.32
H -0.496 0.671 -1.964 -0.2 -0.1 -1.3 0.29
H -0.353 2.364 -0.213 0.0 -2.6 -0.5 0.29
N 0.178 -0.498 1.245 -0.6 0.9 0.1 -0.21
N 0.637 -1.456 0.133 -2.3 2.1 0.1 -0.28
N 0.179 0.553 -1.247 0.4 -1.2 0.9 -0.28
N -0.464 1.284 -0.188 -0.4 2.3 3.6 -0.16
O -0.670 1.648 2.204 1.3 -3.5 -4.3 -0.56
O 0.225 -1.562 -2.189 0.5 0.5 0.9 -0.51
```
Forces are in eV/Å.

Properties
Highest occupied orbital energy, hartree: -0.357
SMILES: O=C1NNC(=O)NN1
Kohn-Sham gap, eV: 10.4
Total energy, eV: -12191.689
LUMO, Eh: 0.0240
Energy relative to the best compared isomer or geometry (same formula, charge and spin), kcal/mol: 41.5
Largest force on an atom, eV Å⁻¹: 5.66

---

Entry 3:
C21H19AlAsF6N4SSb as an isolated structure in a non-equilibrium geometry. Source: the OMol25 dataset; level of theory: the ωB97M-V functional and the def2-TZVPD basis.

XYZ file:
```
54
Properties=species:S:1:pos:R:3:forces:R:3:mulliken_charge:R:1
Al 0.521 1.510 -0.281 0.2 0.5 -0.4 1.35
C 0.010 6.611 0.186 -0.1 0.1 -0.1 -1.25
C 0.954 5.612 0.723 -0.1 -0.2 0.0 0.94
N 2.131 5.831 1.205 0.1 0.3 0.0 -0.65
N 2.651 4.621 1.529 0.0 -0.2 0.0 0.25
C 1.831 3.626 1.250 -0.1 0.0 0.0 0.25
S 1.973 1.926 1.418 0.1 -0.2 0.1 -0.26
N 0.731 4.232 0.753 0.2 0.2 0.1 0.26
N -0.340 3.464 0.290 -0.2 -0.3 0.1 -0.63
H 0.515 7.574 0.160 0.0 0.0 0.0 0.35
H -0.886 6.707 0.802 0.0 0.0 0.0 0.35
H -0.286 6.351 -0.834 0.0 0.1 0.0 0.35
H 3.585 4.576 1.914 0.0 -0.1 0.0 0.19
H -0.793 3.953 -0.482 0.1 -0.1 -0.2 0.30
H -1.040 3.393 1.033 0.0 0.1 0.1 0.34
F -0.396 1.771 -1.788 0.1 -0.1 -0.5 -0.58
Sb 1.349 1.838 -3.194 -0.6 -0.2 1.9 2.30
F 3.111 1.567 -3.629 -0.4 0.4 -0.2 -0.42
F 1.685 0.664 -1.454 -0.1 0.2 -0.3 -0.55
F 0.620 0.285 -3.877 0.2 0.7 -0.1 -0.41
F 1.643 3.061 -1.703 0.2 -0.3 -0.5 -0.59
F 0.433 3.213 -4.021 0.5 -0.6 -0.2 -0.43
C -0.973 -3.110 -3.962 0.0 0.0 0.0 -0.60
C 0.123 -3.413 -3.165 0.0 0.0 0.0 -0.74
C 0.333 -2.728 -1.977 0.0 0.0 0.1 -0.08
C -0.576 -1.747 -1.602 0.0 0.2 0.2 0.66
C -1.680 -1.439 -2.391 0.0 0.1 0.1 -0.25
C -1.880 -2.131 -3.574 0.0 0.0 0.0 -0.81
As -0.418 -0.824 0.099 -0.1 -0.7 -0.1 0.94
C 0.849 -1.825 1.160 0.2 0.0 0.0 -0.22
C 2.216 -1.833 1.069 -0.2 0.1 -0.1 0.04
C 2.957 -2.663 1.930 0.0 -0.1 0.1 -0.75
C 2.319 -3.471 2.875 0.0 -0.1 0.0 -0.88
C 0.947 -3.474 2.974 0.1 -0.1 0.1 -0.64
C 0.182 -2.649 2.119 -0.4 0.1 -0.1 0.49
C -1.243 -2.568 2.112 0.3 0.0 -0.1 1.01
C -2.107 -3.342 2.924 -0.1 -0.1 0.1 -0.81
C -3.469 -3.221 2.789 0.1 0.0 0.0 -0.83
C -4.005 -2.330 1.853 0.0 0.0 0.0 -0.65
C -3.168 -1.533 1.046 0.1 0.1 -0.1 -0.43
C -1.813 -1.651 1.174 -0.1 0.3 -0.1 0.21
H -1.110 -3.629 -4.902 -0.1 -0.1 0.0 0.45
H 0.812 -4.193 -3.458 0.0 0.0 0.0 0.45
H 1.188 -2.966 -1.356 0.0 0.0 0.0 0.41
H -2.373 -0.659 -2.093 -0.1 0.0 -0.1 0.36
H -2.739 -1.906 -4.191 0.0 0.0 0.0 0.44
H 2.734 -1.224 0.337 0.0 0.0 0.0 0.58
H 4.037 -2.683 1.855 0.0 0.0 0.0 0.48
H 2.907 -4.102 3.527 0.0 0.0 0.0 0.46
H 0.464 -4.112 3.701 0.0 0.0 0.0 0.44
H -1.700 -4.037 3.647 0.0 0.0 0.0 0.42
H -4.128 -3.821 3.403 0.0 0.0 0.0 0.47
H -5.079 -2.252 1.745 0.0 0.0 0.0 0.46
H -3.611 -0.849 0.335 0.0 0.0 0.0 0.46
```
Forces are in eV/Å.

Properties
Highest occupied orbital energy (spin up / spin down), hartree: -0.630 / -0.630
Total charge: +3
Kohn-Sham gap (spin up / spin down), eV: 6.7 / 5.0
Total energy, eV: -129137.294
LUMO (spin up / spin down), Eh: -0.3831 / -0.4457
Multiplicity: 2
Largest force on an atom, eV Å⁻¹: 1.97

---

Entry 4:
C2H3P3 in the gas phase in a non-equilibrium geometry. Source: the OMol25 dataset; level of theory: the ωB97M-V functional and the def2-TZVPD basis.

XYZ file:
```
8
Properties=species:S:1:pos:R:3:forces:R:3:mulliken_charge:R:1
C 0.247 -0.855 -0.535 -1.3 0.3 -2.3 -0.63
C 0.432 -0.173 0.718 1.2 2.4 1.0 -0.46
P -0.669 0.158 -1.960 0.2 -0.1 2.7 0.05
P -0.989 0.903 1.248 -0.5 -0.4 0.0 0.05
P -1.713 1.445 -0.628 0.1 -0.3 -1.3 -0.06
H 0.748 -1.690 -0.996 0.3 -0.4 0.7 0.41
H 0.854 -0.498 1.692 -0.1 -1.0 -1.0 0.37
H 1.089 0.711 0.461 0.1 -0.5 0.3 0.27
```
Forces are in eV/Å.

Properties
Highest occupied orbital energy (spin up / spin down), hartree: -0.266 / -0.344
Kohn-Sham gap (spin up / spin down), eV: 6.6 / 7.0
Total energy, eV: -29984.992
LUMO (spin up / spin down), Eh: -0.0213 / -0.0883
Multiplicity: 3
Energy relative to the best compared isomer or geometry (same formula, charge and spin), kcal/mol: 8.0
Largest force on an atom, eV Å⁻¹: 2.90

---

Entry 5:
C4H9NO in the gas phase in a non-equilibrium geometry. Source: the OMol25 dataset; level of theory: the ωB97M-V functional and the def2-TZVPD basis.

XYZ file:
```
15
Properties=species:S:1:pos:R:3:forces:R:3:mulliken_charge:R:1
C -2.312 0.139 -0.588 0.0 3.1 1.3 -0.72
C -1.374 -0.195 0.632 -1.4 -5.7 -4.0 -0.68
C 1.094 -0.065 -0.002 0.8 -5.4 -0.9 0.82
C 1.068 1.367 0.077 -4.4 -2.4 8.3 -1.48
H -1.793 1.065 -1.089 -1.0 -2.0 0.3 0.14
H -2.399 -0.755 -1.290 -0.5 1.5 1.0 0.30
H -3.303 0.728 -0.072 2.2 -2.3 -1.8 0.27
H -1.930 -0.842 1.302 0.3 0.0 0.4 0.36
H -1.010 0.600 1.040 1.1 5.1 3.0 0.43
H 0.259 -1.751 0.313 -0.6 -1.7 0.3 0.23
H 1.821 1.765 -0.253 8.5 3.8 -3.8 0.50
H 1.047 1.808 1.208 -0.5 -1.3 -2.5 0.26
H 0.304 1.679 -0.458 -4.1 2.0 -2.1 0.39
N -0.106 -0.848 0.187 1.6 3.6 -0.4 -0.16
O 2.111 -0.730 -0.341 -2.1 1.9 1.0 -0.66
```
Forces are in eV/Å.

Properties
Highest occupied orbital energy, hartree: -0.345
SMILES: CCNC(C)=O
Kohn-Sham gap, eV: 10.3
Total energy, eV: -7829.070
LUMO, Eh: 0.0322
Energy relative to the best compared isomer or geometry (same formula, charge and spin), kcal/mol: 74.9
Largest force on an atom, eV Å⁻¹: 10.00

---

Entry 6:
C15H24N6O4S2Ti as an isolated structure. Source: the OMol25 dataset; level of theory: the ωB97M-V functional and the def2-TZVPD basis.

XYZ file:
```
52
Properties=species:S:1:pos:R:3:forces:R:3:mulliken_charge:R:1
Ti -2.377 -1.092 -0.402 -0.3 -0.3 0.1 0.47
C -4.214 -1.122 -2.087 0.0 -0.1 0.0 -0.34
C -4.545 -2.017 -1.058 0.0 0.0 -0.1 -0.63
C -4.711 -1.550 0.255 0.0 0.0 0.1 -0.47
C -4.514 -0.199 0.553 -0.1 0.0 0.0 -0.39
C -4.132 0.684 -0.461 0.0 0.0 -0.1 -0.57
C -3.991 0.218 -1.781 0.0 0.1 0.0 -0.43
H -4.130 -1.472 -3.107 0.0 0.0 0.0 0.48
H -4.707 -3.063 -1.283 0.0 0.0 0.0 0.55
H -4.999 -2.240 1.037 0.0 0.0 0.0 0.50
H -4.674 0.166 1.559 0.0 0.0 0.0 0.49
H -4.007 1.735 -0.245 0.0 0.0 0.0 0.82
H -3.716 0.908 -2.568 0.0 0.0 0.0 0.44
N -0.950 -1.043 1.404 -0.1 -0.1 0.0 -0.27
N 0.099 -1.973 1.276 -0.1 -0.1 0.1 -0.05
C -0.013 -3.044 0.488 0.0 -0.1 -0.1 0.92
N 0.996 -3.897 0.445 0.0 0.0 0.0 -0.39
S -1.413 -3.342 -0.460 0.0 0.0 0.0 -0.47
H -0.495 -0.129 1.405 0.1 0.0 0.1 0.09
H -1.387 -1.177 2.314 0.0 0.0 0.0 0.33
H 0.936 -1.787 1.813 0.0 0.1 -0.1 0.18
H 1.841 -3.776 0.982 0.0 0.0 0.0 0.20
H 0.935 -4.702 -0.159 0.0 0.0 0.0 0.24
C 4.064 0.064 3.086 0.0 0.0 0.0 -1.16
C 3.794 1.331 2.284 0.1 0.0 0.1 -0.59
S 2.604 1.019 1.012 0.1 0.1 0.0 1.29
O 1.340 0.646 1.644 0.0 -0.1 0.0 -0.81
O 3.149 0.114 0.033 0.0 -0.1 0.0 -0.71
C 2.353 2.612 0.233 -0.1 0.1 0.0 -0.87
C 1.898 2.518 -1.227 -0.1 -0.1 -0.1 -0.99
N 0.960 1.411 -1.498 0.1 0.1 0.2 0.19
C -0.238 1.259 -0.907 -0.3 -0.2 0.0 0.60
N -0.772 0.066 -1.201 0.6 0.6 -0.3 0.56
C 0.140 -0.566 -2.024 -0.1 -0.1 0.0 -0.87
C 1.199 0.248 -2.198 0.1 0.0 -0.1 -0.31
N 2.363 -0.045 -3.007 0.1 0.0 0.1 1.15
O 2.492 -1.204 -3.319 0.0 0.0 0.0 -0.59
O 3.096 0.872 -3.313 -0.1 0.0 0.0 -0.63
C -0.851 2.279 -0.016 0.0 0.0 0.0 -1.17
H 4.818 0.285 3.839 0.0 0.0 0.0 0.42
H 4.447 -0.730 2.447 0.0 0.0 0.0 0.34
H 3.167 -0.276 3.601 0.0 0.0 0.0 0.29
H 4.691 1.686 1.774 0.0 0.0 0.0 0.44
H 3.392 2.134 2.905 0.0 0.0 0.0 0.38
H 3.307 3.140 0.262 0.0 0.0 0.0 0.68
H 1.653 3.163 0.860 0.0 0.0 0.0 0.44
H 2.740 2.367 -1.887 0.1 0.0 0.0 0.46
H 1.414 3.451 -1.512 0.0 0.0 0.0 0.38
H -0.005 -1.551 -2.434 0.0 0.0 0.0 0.75
H -0.682 3.290 -0.387 0.0 0.0 0.0 0.49
H -0.440 2.213 0.994 0.0 0.0 0.0 0.23
H -1.923 2.121 0.034 0.0 0.0 0.0 -0.10
```
Forces are in eV/Å.

Properties
Highest occupied orbital energy (spin up / spin down), hartree: -0.513 / -0.572
Total charge: +2
Kohn-Sham gap (spin up / spin down), eV: 7.6 / 9.2
Total energy, eV: -77845.689
LUMO (spin up / spin down), Eh: -0.2325 / -0.2340
Multiplicity: 3
Energy relative to the best compared isomer or geometry (same formula, charge and spin), kcal/mol: 0.0
Largest force on an atom, eV Å⁻¹: 0.95